C35H58BNO25 | wB97M-V/def2-TZVPD

Output
gap between HOMO and LUMO	8.29	eV
strongest force on any atom	2.2	eV/Å
lowest unoccupied orbital energy	-0.708	eV
2S+1	1
charge	0
E_tot	-90588.240	eV

Atoms and positions in Å:
H -2.799 -7.672 0.734
H 5.556 -3.329 6.513
O -2.462 -14.014 4.192
C 7.822 -5.710 3.533
C -2.590 -7.251 3.323
H -7.966 -2.999 -1.457
C 1.674 8.268 -2.084
C -0.284 9.943 -8.970
C 1.333 1.146 0.611
H -3.695 8.194 -2.520
H -3.129 -10.230 4.057
C -4.083 6.268 -3.673
H 0.947 10.792 -3.951
H 3.244 4.595 -1.338
H -8.589 -2.155 -2.882
B -2.986 6.434 -1.254
H -1.250 -6.719 6.210
H -3.524 -9.267 0.983
H -4.409 -7.828 1.510
H -3.353 -0.792 -0.893
H -0.725 8.362 -4.699
O -2.884 -12.058 5.018
C -3.417 -8.269 1.405
H 10.005 -6.949 8.421
O 9.041 -6.341 6.729
H 2.298 -1.679 2.041
C 2.815 5.596 -1.540
H 0.401 12.292 -7.995
H -1.536 4.063 -0.617
H 5.996 -2.441 5.050
O 2.347 -2.663 3.876
H 5.683 -4.206 4.985
C 0.793 9.701 -3.730
C -5.595 -1.891 -1.710
C 1.833 -2.523 2.545
H -1.221 9.102 -3.064
C -1.995 -1.862 1.831
N 3.820 8.845 -3.374
H -3.653 -15.243 3.011
C 3.532 6.610 -2.283
H 11.042 -6.841 6.991
O -1.023 8.832 -8.889
O 4.003 -3.006 5.227
H -4.008 6.787 -4.668
C -3.511 -10.778 4.916
C -1.425 6.225 -0.857
H 3.322 9.741 -3.363
H -2.134 7.488 -9.948
C -0.502 7.497 -0.800
H -4.349 5.142 -0.892
C -3.293 -1.689 -1.512
O 0.891 -0.200 0.817
H 0.738 1.632 -0.161
H -3.611 5.258 -3.797
H 1.244 11.553 -6.629
H 4.542 6.331 -2.669
O 4.407 -2.997 2.997
H -8.123 -1.212 -1.459
C 8.984 -6.466 5.398
H 0.772 -2.339 2.621
C -1.725 -6.374 5.294
O 1.036 4.088 0.507
O -0.048 10.564 -9.972
C -0.695 9.260 -4.038
C -7.882 -2.092 -2.057
O -6.575 -1.978 -2.617
O -3.751 -12.586 2.994
H -2.219 9.145 -10.562
H -2.718 -1.491 1.107
C 1.492 5.910 -1.056
O -5.735 -1.902 -0.515
H 1.524 9.154 -4.386
H 1.985 -3.443 1.977
H 3.711 8.522 -4.346
C 0.952 7.257 -1.341
O -2.890 -6.157 2.921
O -1.129 0.610 1.433
C 10.054 -7.132 7.349
H -2.050 -15.861 3.435
O 9.693 -7.166 4.724
C -0.374 -0.304 1.233
C -2.605 -14.971 3.144
H 7.556 -6.714 3.201
H -4.595 -10.885 4.854
H 2.368 1.105 0.275
H -3.270 -10.218 5.817
O -0.660 -1.608 1.386
O -2.000 -7.524 4.492
O -4.048 5.962 -0.452
C 3.025 7.925 -2.588
O 8.001 -5.678 4.950
C 5.391 -3.260 5.440
H -3.197 -2.580 -0.891
C -0.921 4.989 -0.603
C -3.099 -12.857 3.969
H 8.721 -5.362 3.024
H -2.167 -1.415 2.810
C -1.556 8.391 -10.138
O -4.432 -1.790 -2.364
C 3.660 -2.898 3.937
C 0.603 4.890 -0.280
O 1.106 9.517 -2.331
H -2.118 -2.941 1.919
H 9.878 -8.193 7.169
H -2.648 -5.856 5.554
H -2.186 -14.588 2.213
H -1.039 -5.702 4.778
H 1.292 1.712 1.540
H -2.411 -1.612 -2.145
O -2.789 -8.407 2.680
H -5.146 6.213 -3.345
H 1.864 11.291 -8.267
H -1.200 10.125 -4.546
C 0.959 11.413 -7.671
O -0.859 8.550 -0.346
C -3.240 7.182 -2.665
O 0.150 10.243 -7.739
H 7.003 -5.036 3.287
H -0.753 8.149 -10.835
H -2.254 7.339 -3.181

Results of the Löwdin charge analysis, in e, for atoms 1 through 4: number 1, H, carries 0.098; number 2, H, carries 0.097; number 3, O, carries 0.001; number 4, C, carries -0.036

C35H59CoFN11O3 | wB97M-V/def2-TZVPD

Output
gap between HOMO and LUMO (alpha / beta)	7.85 / 8.06	eV
strongest force on any atom	0.9	eV/Å
lowest unoccupied orbital energy (alpha / beta)	-2.202 / -2.194	eV
2S+1	2
ΔE to the lowest compared entry with this formula, charge and spin	0.0000	eV
charge	+1
E_tot	-100127.678	eV
<S²>	0.756

Atoms and positions in Å:
C 0.339 1.574 -1.981
H -0.577 -2.662 2.828
H -1.107 -5.986 -0.994
H 2.334 -1.959 1.045
H 1.088 2.320 4.343
H -1.433 1.550 2.210
H -5.336 -3.195 1.086
H -3.362 -4.075 2.567
C 2.292 -2.851 1.662
H -0.307 -0.304 4.687
C 2.503 3.746 -0.052
C 3.072 -0.472 5.054
Co 0.133 -0.074 0.426
C -2.743 -1.530 0.780
H 1.982 -2.583 2.676
H -1.836 -4.416 1.737
C 4.137 0.069 3.028
H -2.005 -2.230 3.794
H 5.128 -2.462 5.767
C -1.487 -2.054 2.845
F -0.396 -0.772 7.243
H 4.363 -1.556 7.978
H 4.815 0.065 7.459
N -4.008 -1.750 0.243
H -3.297 -1.800 -1.721
C 6.561 -1.123 3.887
C 1.954 -0.839 7.157
C 1.824 -0.313 4.428
H 7.424 -1.520 4.419
H 2.424 2.763 -0.504
C -0.089 2.672 -1.022
H 1.341 -0.725 -2.309
C -4.193 -2.057 -1.160
H -3.277 -4.035 0.792
H -1.203 -1.014 2.768
H 5.053 0.281 2.497
C -0.152 -2.153 -1.790
C 1.082 3.154 3.637
N 1.361 -3.777 1.071
O 0.602 0.023 2.451
H 3.493 3.816 0.405
H 1.986 -1.027 8.223
C -2.741 -3.802 1.709
H 1.172 -4.933 2.784
H 2.390 5.223 2.374
C 5.577 -0.548 4.905
C -1.131 2.324 2.910
C 0.256 -0.814 -2.372
H -0.869 -5.040 -2.470
N -0.333 0.312 -1.638
C -1.790 0.417 -1.836
H 0.107 1.862 -3.014
H -4.903 -1.824 2.130
N -1.981 -0.553 0.389
H 1.658 5.991 0.964
H 1.615 -5.708 -2.276
H 0.517 3.558 -1.211
N 0.338 -2.314 -0.428
H -1.574 -4.280 -1.029
C 1.547 -5.565 -1.194
H -5.037 -1.498 -1.571
H 0.789 4.056 4.183
H -6.009 -1.592 0.774
C -2.524 0.463 -0.500
H 2.497 -5.168 -0.844
H -2.137 -0.433 -2.425
H 2.428 4.515 -0.828
H 5.950 0.421 5.253
H 0.450 -5.643 1.333
H -4.393 -3.126 -1.307
C 0.648 -0.425 5.180
C 5.456 -1.475 6.108
C 1.727 -0.028 2.997
C -0.831 -4.996 -1.377
H -0.039 -0.782 -3.430
H 0.251 -2.925 -2.450
H -1.074 1.893 3.909
C -5.114 -2.122 1.105
C 3.085 0.549 0.868
H -1.884 3.118 2.922
H 6.102 -1.936 3.323
H 6.440 -1.583 6.562
H -2.033 1.317 -2.405
C 2.965 0.222 2.349
N -0.018 2.196 0.345
H -2.350 1.436 -0.035
C 4.459 -0.908 7.107
H -3.596 0.349 -0.664
H 0.619 5.344 2.238
C 1.541 5.178 1.685
H 3.291 -3.301 1.712
N 0.174 2.855 2.548
N 1.478 3.923 0.962
N 0.480 -4.628 -0.898
H -1.129 2.959 -1.225
H 2.093 3.281 3.255
C 0.717 -3.510 -0.106
H -1.244 -2.244 -1.796
H 1.380 -6.545 -0.734
C 0.729 -0.678 6.518
H 6.927 -0.373 3.188
C 1.299 -5.077 1.708
O 2.107 0.224 0.114
C 0.547 2.959 1.242
N 4.235 -0.328 4.309
H 2.213 -5.661 1.557
C 3.124 -0.742 6.438
O 4.140 1.054 0.496
H 1.413 1.414 -1.893
N -2.364 -2.404 1.751

Results of the Löwdin charge analysis, in e, for atoms 1 through 4: number 1, C, carries -0.162; number 2, H, carries 0.086; number 3, H, carries 0.094; number 4, H, carries 0.069